[1]
Computed, not measured: 3 unconnected molecules or ions with the total composition C26H57N4 in a non-equilibrium geometry, with ωB97M-V/def2-TZVPD.

```
87
Properties=species:S:1:pos:R:3:lowdin_charge:R:1
C -1.78655 7.25829 -0.39289 -0.135
C -2.51575 6.27404 -1.44665 -0.248
C -3.03960 4.91345 -0.76850 -0.215
C -2.29914 3.60447 -1.38148 -0.203
C -0.94991 3.22154 -0.57067 -0.188
C -0.81652 1.60739 -0.51729 -0.195
C 0.45840 1.13146 -1.41500 -0.195
C 1.75026 0.88415 -0.49070 -0.224
C 2.60145 -0.40021 -0.91593 -0.215
C 3.30617 -0.28624 -2.36303 -0.186
C 4.86630 0.10108 -2.28518 -0.179
C 5.07059 1.67430 -2.01933 -0.144
N 6.28224 2.00092 -1.21544 0.076
C 6.41099 1.75601 0.08423 -0.246
N 7.49761 2.02793 1.00542 0.111
C 7.13523 1.54429 2.31077 0.010
N 5.79420 0.99733 2.25490 0.061
N 5.44440 1.15447 0.94598 0.082
H -2.06863 7.02058 0.69688 0.070
H -2.09890 8.33479 -0.59022 0.067
H -0.64371 7.15878 -0.47221 0.070
H -1.78466 6.08804 -2.31790 0.104
H -3.43124 6.81062 -1.86914 0.100
H -2.85909 4.96829 0.36383 0.092
H -4.15044 4.80176 -0.99567 0.105
H -2.01573 3.75464 -2.48159 0.110
H -3.06337 2.76072 -1.34981 0.090
H -1.05369 3.62477 0.49387 0.103
H -0.04806 3.72374 -1.05728 0.104
H -0.71127 1.29675 0.57334 0.087
H -1.74547 1.08541 -0.92138 0.102
H 0.66682 1.92202 -2.22343 0.111
H 0.11691 0.17334 -1.93530 0.112
H 1.36362 0.70289 0.58107 0.110
H 2.33452 1.86186 -0.45157 0.090
H 3.35431 -0.75098 -0.11538 0.099
H 1.84915 -1.26966 -1.00862 0.106
H 2.71732 0.43170 -3.02152 0.120
H 3.27715 -1.35082 -2.80354 0.115
H 5.28310 -0.09600 -3.34236 0.119
H 5.47097 -0.57403 -1.59111 0.117
H 5.07929 2.17446 -3.05374 0.150
H 4.17240 2.10840 -1.47023 0.109
H 7.07822 2.47217 -1.67662 0.179
H 7.74031 1.55622 3.26881 0.152
H 5.20963 0.57898 2.98698 0.183
H 4.52003 0.82479 0.63956 0.137
C -5.20280 -1.95620 3.49242 -0.115
C -5.94311 -0.66824 3.15881 -0.271
C -5.79023 -0.24091 1.69781 -0.226
C -4.35996 0.07571 1.25284 -0.228
C -3.64788 1.16563 2.05511 -0.266
C -4.32061 2.52218 1.96413 -0.104
H -4.12266 -1.84395 3.37132 0.063
H -5.39061 -2.23980 4.53134 0.071
H -5.53882 -2.77727 2.85370 0.076
H -5.61059 0.13083 3.82832 0.099
H -7.00836 -0.81766 3.36346 0.107
H -6.42739 0.63257 1.52042 0.103
H -6.18391 -1.03485 1.05363 0.111
H -4.38611 0.37321 0.19717 0.104
H -3.75662 -0.83816 1.29051 0.101
H -2.62646 1.26563 1.67353 0.074
H -3.55623 0.86815 3.10443 0.103
H -4.39291 2.84532 0.92202 0.061
H -3.73637 3.26727 2.51083 0.073
H -5.32448 2.50942 2.39455 0.072
C 2.92884 -4.81822 -1.55819 -0.111
C 1.54803 -5.30102 -1.97978 -0.265
C 0.42238 -4.77493 -1.08701 -0.229
C 0.49023 -5.20877 0.37985 -0.232
C 0.50425 -6.71930 0.61861 -0.272
C -0.75376 -7.42152 0.12600 -0.111
H 3.19879 -5.18454 -0.56500 0.068
H 3.68443 -5.18054 -2.26045 0.073
H 2.97510 -3.72490 -1.54819 0.050
H 1.53433 -6.39428 -2.00929 0.103
H 1.36035 -4.96323 -3.00458 0.106
H -0.53697 -5.08699 -1.51380 0.104
H 0.42445 -3.67900 -1.12310 0.095
H -0.36833 -4.77518 0.90660 0.110
H 1.37949 -4.77148 0.84787 0.097
H 0.60188 -6.89702 1.69464 0.106
H 1.38460 -7.17212 0.15191 0.099
H -1.64572 -7.00303 0.59974 0.077
H -0.71053 -8.48572 0.37033 0.073
H -0.86560 -7.33602 -0.95741 0.067
```

Output
Multiplicity: 1
HOMO: -12.00 eV
Total charge: +1
Frontier orbital gap: 0.315 hartree
DFT total energy: -1243.49747 hartree

[2]
Computed, not measured: C2H9NSi in the gas phase in a non-equilibrium geometry, with ωB97M-V/def2-TZVPD.

```
13
Properties=species:S:1:pos:R:3:nbo_charge:R:1
C 1.10339 1.68783 -0.26330 -0.390
C -1.01372 -1.26687 -0.83519 -1.114
N 0.95817 0.53980 0.61764 -1.075
Si 0.02939 -0.91432 0.69831 1.340
H 0.44181 1.72638 -1.12900 0.190
H 0.82063 2.51335 0.31251 0.177
H 2.09460 1.92081 -0.59985 0.178
H -2.04937 -1.51361 -0.53184 0.251
H -0.77560 -0.51453 -1.58753 0.247
H -0.55506 -2.16587 -1.24893 0.242
H 1.59537 0.72288 1.35594 0.383
H -0.67179 -0.60357 1.93728 -0.212
H 0.98224 -2.07965 0.80104 -0.218
```

Output
Multiplicity: 1
HOMO: -8.52 eV
Total charge: 0
Frontier orbital gap: 0.349 hartree
DFT total energy: -425.82634 hartree
SMILES string: CN[SiH2]C
ΔE to the lowest compared entry with this formula, charge and spin: 25.3 kcal/mol

[3]
Computed, not measured: 2 unconnected molecules or ions with the total composition C23H55FO5P2S in a non-equilibrium geometry, with ωB97M-V/def2-TZVPD.

```
87
Properties=species:S:1:pos:R:3:lowdin_charge:R:1
O 4.32269 -3.37232 3.74882 -0.302
S 3.76080 -3.80871 2.47997 0.652
O 4.29949 -3.03793 1.34934 -0.347
O 4.25975 -5.35706 2.28396 -0.173
C 1.95073 -3.77688 2.44949 -0.245
C 1.33754 -2.72612 3.39507 -0.284
C 0.20878 -3.32081 4.28644 -0.304
P -1.37358 -3.66432 3.28389 0.555
F -2.34101 -2.91465 4.55254 -0.384
C -1.66716 -5.34212 4.15982 -0.290
C -1.16224 -6.51085 3.27703 -0.309
O -1.35351 -7.75761 3.99808 -0.107
C -2.99940 -3.89259 2.25341 -0.305
C -3.42290 -2.57403 1.54929 -0.323
O -2.60999 -2.37082 0.36566 -0.134
H 4.05523 -5.63808 1.38142 0.083
H 1.66617 -3.61380 1.40462 0.096
H 1.59213 -4.77160 2.74184 0.083
H 1.00118 -1.81969 2.87421 0.065
H 2.12216 -2.38802 4.08957 0.095
H -0.03619 -2.55318 5.03413 0.074
H 0.64218 -4.19534 4.79134 0.080
H -1.27291 -2.33213 2.68008 0.003
H -0.62120 -4.25707 2.19517 0.007
H -2.73607 -5.55444 4.31436 0.069
H -1.20659 -5.40079 5.15457 0.075
H -1.74555 -6.56600 2.34810 0.097
H -0.09848 -6.41626 3.03129 0.088
H -2.25491 -8.00910 3.79120 0.063
H -3.84991 -4.18425 2.88566 0.068
H -2.78753 -4.63952 1.47066 0.063
H -4.46274 -2.72492 1.20880 0.097
H -3.36688 -1.72498 2.23625 0.094
H -3.07117 -2.84317 -0.32790 0.059
C -1.85872 1.23512 -5.19087 -0.103
C -0.83886 0.55740 -4.28038 -0.251
C -1.29681 0.47879 -2.82421 -0.217
C -1.21693 1.79154 -2.03048 -0.260
P 0.37926 2.30757 -1.40108 1.008
C 1.08725 0.88077 -0.55008 -0.266
C 0.25722 0.12782 0.49367 -0.216
C 0.05760 0.77484 1.86439 -0.258
C 1.32541 1.28979 2.53766 -0.092
C 0.15068 3.55583 -0.14246 -0.263
C -0.47512 4.92645 -0.43237 -0.214
C 0.38531 5.94975 -1.17491 -0.253
C 1.82542 6.06255 -0.68803 -0.103
C 1.65381 2.65878 -2.61375 -0.258
C 1.68164 3.83502 -3.60127 -0.217
C 0.40117 4.14413 -4.39100 -0.257
C 0.49513 3.73801 -5.85974 -0.105
H -2.09988 2.24676 -4.85650 0.062
H -1.47531 1.30236 -6.20924 0.074
H -2.78597 0.66178 -5.22206 0.081
H 0.12456 1.06564 -4.36262 0.076
H -0.67599 -0.45844 -4.64752 0.116
H -0.70931 -0.28664 -2.31166 0.103
H -2.33025 0.12912 -2.80101 0.124
H -1.83716 1.66156 -1.13532 0.110
H -1.69936 2.60403 -2.57926 0.086
H 2.05601 1.17945 -0.13882 0.103
H 1.33179 0.16717 -1.34454 0.103
H 0.75276 -0.83240 0.65779 0.117
H -0.72656 -0.11305 0.08077 0.097
H -0.39562 0.01907 2.51120 0.097
H -0.68286 1.57845 1.81329 0.087
H 2.01017 0.46894 2.75924 0.079
H 1.07607 1.77929 3.47952 0.081
H 1.85963 2.02268 1.92699 0.049
H 1.08344 3.67078 0.41325 0.096
H -0.54383 3.08872 0.56053 0.086
H -0.74578 5.36138 0.53307 0.120
H -1.41497 4.79174 -0.97564 0.110
H -0.09237 6.92797 -1.08534 0.115
H 0.36791 5.72342 -2.24181 0.068
H 1.86496 6.44771 0.33251 0.084
H 2.38284 6.74888 -1.32660 0.080
H 2.35164 5.10584 -0.71176 0.057
H 1.79447 1.73486 -3.18268 0.096
H 2.57153 2.74213 -2.01840 0.107
H 2.49957 3.64808 -4.30129 0.119
H 1.99635 4.72957 -3.06316 0.082
H 0.22091 5.22144 -4.36819 0.104
H -0.47233 3.68319 -3.92878 0.071
H 1.23665 4.34631 -6.37880 0.080
H -0.46346 3.88785 -6.35870 0.076
H 0.77729 2.68941 -5.97162 0.069
```

Output
Multiplicity: 1
HOMO: -6.00 eV
Total charge: 0
Frontier orbital gap: 0.208 hartree
DFT total energy: -2466.14979 hartree

[4]
Computed, not measured: 2 unconnected molecules or ions with the total composition C4H11N2O in a non-equilibrium geometry, with ωB97M-V/def2-TZVPD.

```
18
Properties=species:S:1:pos:R:3:nbo_charge:R:1
C -0.87120 1.14793 -1.18290 -0.705
C 0.65777 -0.91331 -1.38691 -0.692
C -0.86376 -0.83105 2.22372 -0.514
C 0.37724 0.43518 -0.84075 0.547
N 1.32979 1.15831 -0.31600 -0.677
N 0.08963 -0.53741 1.24799 0.138
O 1.27660 -0.67109 1.49247 -0.279
H -1.33968 0.62414 -2.09318 0.267
H -1.52374 1.15214 -0.38898 0.255
H -0.58850 2.28123 -1.38793 0.256
H 1.66737 -1.19972 -1.26718 0.247
H 0.37253 -0.92331 -2.45117 0.267
H -0.02587 -1.53339 -0.91250 0.255
H -0.56340 -1.03919 3.20089 0.245
H -1.50103 -1.73171 1.97823 0.281
H -1.54371 -0.01957 2.02972 0.247
H 0.95714 2.01481 -0.04810 0.412
H 2.09283 0.58601 0.10259 0.453
```

Output
Multiplicity: 1
HOMO: -14.24 eV
Total charge: +1
Frontier orbital gap: 0.345 hartree
DFT total energy: -343.38722 hartree
ΔE to the lowest compared entry with this formula, charge and spin: 111.0 kcal/mol

[5]
Computed, not measured: a molecular structure, C4H8INS in a non-equilibrium geometry, with ωB97M-V/def2-TZVPD.

```
15
Properties=species:S:1:pos:R:3:nbo_charge:R:1
C -1.18300 1.34142 0.08879 0.120
C -1.85678 0.34752 0.19978 -0.367
C -0.47354 2.57547 0.29801 -0.710
C 0.35350 -2.45845 -0.69704 -0.776
N 1.43631 0.03136 0.12686 -1.100
S 0.86458 -1.31258 0.75128 0.781
I 3.52543 0.23980 -0.04778 0.213
H -0.50906 -0.75800 0.92637 0.160
H -2.42573 -0.51614 0.36544 0.245
H -0.24611 2.84031 1.28847 0.246
H 0.56193 2.35911 -0.27062 0.270
H -0.86278 3.36563 -0.28586 0.239
H 0.13192 -1.82508 -1.48732 0.230
H -0.53397 -2.97919 -0.42309 0.213
H 1.21731 -3.25119 -0.83328 0.235
```

Output
Multiplicity: 1
HOMO: -7.95 eV
Total charge: 0
Frontier orbital gap: 0.298 hartree
DFT total energy: -907.64237 hartree
ΔE to the lowest compared entry with this formula, charge and spin: 117.3 kcal/mol

[6]
Computed, not measured: 2 unconnected molecules or ions with the total composition C15H34N5O4 in a non-equilibrium geometry, with ωB97M-V/def2-TZVPD.

```
58
Properties=species:S:1:pos:R:3:nbo_charge:R:1
O 0.62259 -2.67673 3.73564 -0.613
O -0.38339 2.25002 5.21784 -0.608
O 1.92772 0.21921 -4.96582 -0.744
O 0.46007 -1.13469 -2.77265 -0.775
C -0.16867 -1.76303 3.89590 0.670
C -1.04393 1.34494 4.72789 0.651
C -1.57326 1.48644 -2.59945 0.670
N -0.86627 1.24950 -3.66648 -0.772
N -2.19449 0.91589 5.25781 -0.605
N -1.43935 0.70407 -1.54437 -0.581
N 0.15890 -0.54418 3.45438 -0.621
N -2.38978 2.50327 -2.62210 -0.763
C -1.50121 -2.05210 4.55732 -0.716
C -2.78923 1.42787 6.49514 -0.422
C 3.77442 -1.17106 -5.58383 -0.630
C 1.89694 0.53715 -1.76388 -0.638
C 1.88720 -1.83741 -1.00660 -0.619
C -2.06784 0.83330 -0.21367 -0.208
C 2.87622 -1.25582 -3.24417 -0.459
C -1.04272 0.57986 0.89779 -0.411
C 2.51648 -1.05776 -4.72523 0.104
C 1.76249 -0.91950 -2.22476 0.254
C -1.65632 0.76214 2.29292 -0.394
C -0.57840 0.74107 3.39621 -0.126
H 2.61643 0.90636 -4.92001 0.473
H 0.43262 -2.03044 -3.16486 0.498
H -0.19525 0.48086 -3.65548 0.462
H -0.94719 1.80979 -4.49209 0.415
H -2.67672 0.17501 4.77756 0.392
H -0.79104 -0.06594 -1.67700 0.447
H 1.11281 -0.51968 3.12325 0.415
H -2.46283 3.07447 -3.44274 0.421
H -2.96046 2.68665 -1.81850 0.418
H -1.50254 -1.62904 5.55981 0.243
H -1.60947 -3.13320 4.64455 0.260
H -2.32098 -1.66935 3.95918 0.196
H -2.56090 0.75524 7.32432 0.205
H -2.38873 2.41710 6.73280 0.242
H -3.87240 1.50895 6.38800 0.207
H 3.51915 -1.04711 -6.64077 0.230
H 4.50560 -0.40502 -5.30821 0.204
H 4.23581 -2.15518 -5.45566 0.224
H 2.90111 0.72054 -1.36868 0.237
H 1.18510 0.76028 -0.96925 0.202
H 1.72598 1.22980 -2.59075 0.219
H 1.11850 -1.60464 -0.26508 0.206
H 2.86713 -1.71552 -0.53396 0.228
H 1.77389 -2.88607 -1.29785 0.214
H -2.87855 0.10659 -0.12425 0.213
H -2.48075 1.83437 -0.07950 0.194
H 3.76557 -0.66320 -3.00818 0.218
H 3.16662 -2.30423 -3.12159 0.221
H -0.22500 1.29273 0.78284 0.209
H -0.65114 -0.43313 0.80011 0.218
H 1.80541 -1.83492 -5.02403 0.175
H -2.15838 1.73150 2.32355 0.217
H -2.40239 -0.01271 2.46487 0.200
H 0.16485 1.47669 3.08174 0.238
```

Output
Multiplicity: 1
HOMO: -11.58 eV
Total charge: +1
Frontier orbital gap: 0.336 hartree
DFT total energy: -1166.54948 hartree
ΔE to the lowest compared entry with this formula, charge and spin: 0.0 kcal/mol

Question: Number 4 is which compound?
Answer: C4H11N2O

Question: Number 4 is which compound?
Answer: C4H11N2O